(1)
Below is a structure of composition C29H40AsN6O2Ti at a distorted geometry, with properties calculated with wB97M-V/def2-TZVPD.

lowest unoccupied orbital energy (spin up / spin down): 0.3 / 0.3 eV
multiplicity: 2
E_tot: -127715.316 eV

```
79
Properties=species:S:1:pos:R:3:forces:R:3:lowdin_charge:R:1
Ti -0.0152 -0.1050 0.1698 0.3 1.6 -1.0 0.97
O 0.8111 -0.1290 1.8639 0.5 -0.4 0.9 -0.21
C 1.9874 -0.5739 2.2737 -0.4 0.1 0.0 -0.31
C 2.6032 0.0062 3.3907 0.1 0.1 0.0 0.00
C 3.8138 -0.4627 3.8493 0.1 0.0 0.0 -0.07
C 4.4552 -1.5288 3.2122 -0.1 0.1 0.0 -0.09
C 3.8476 -2.1151 2.1240 0.1 0.0 0.0 -0.04
C 2.6140 -1.6638 1.6490 -0.1 -0.3 -0.3 -0.08
C 1.9486 -2.3648 0.5462 -0.1 0.3 0.3 -0.26
N 0.9163 -1.9345 -0.1682 -0.2 -0.7 -0.2 0.00
C 0.5846 -2.9319 -1.0740 0.1 0.3 0.1 -0.10
C 1.4338 -3.9685 -0.9059 0.1 0.0 0.1 -0.05
N 2.2813 -3.5935 0.1198 0.2 -0.4 -0.2 0.13
H 2.1084 0.8462 3.8611 0.0 0.0 0.0 0.12
H 4.2760 0.0077 4.7088 0.0 0.0 0.0 0.11
H 5.4143 -1.8855 3.5608 0.0 0.0 0.0 0.10
H 4.3570 -2.9270 1.6149 0.0 0.0 0.0 0.11
H -0.2255 -2.8105 -1.7724 0.0 0.0 0.0 0.11
H 1.5114 -4.9199 -1.4005 0.0 0.0 0.0 0.12
H 3.0249 -4.1501 0.5027 0.0 0.0 0.0 0.15
C -3.0773 -3.5102 -0.8231 0.0 0.0 -0.1 -0.34
As -3.6045 -2.7016 0.8843 0.0 0.2 0.0 1.07
C -4.4605 -4.2943 1.6229 0.0 -0.1 0.0 -0.37
C -1.9065 -2.9540 1.8245 -0.1 -0.3 0.1 -0.33
H -2.3382 -4.2988 -0.6693 0.0 0.0 0.0 0.02
H -2.6660 -2.7440 -1.4821 0.0 0.0 0.1 -0.01
H -3.9637 -3.9386 -1.2921 0.0 0.0 0.0 0.02
H -3.7930 -5.1556 1.5592 0.0 0.0 0.0 0.02
H -5.3739 -4.5044 1.0679 0.0 0.0 0.0 0.01
H -4.7211 -4.1169 2.6658 0.0 0.0 0.0 0.01
H -1.4712 -3.9233 1.5707 0.0 0.0 0.0 0.03
H -2.0888 -2.9062 2.8985 0.0 0.0 0.0 0.03
H -1.2076 -2.1723 1.5762 0.2 0.3 -0.1 -0.03
C -0.8327 3.9839 0.1458 0.1 -0.1 0.0 -0.05
C 0.7001 3.9588 0.2184 -0.1 -0.1 0.0 -0.37
C 1.2022 3.2347 1.4699 0.0 0.1 0.0 -0.07
C 1.3038 3.4677 -1.0901 0.0 0.4 0.0 -0.14
C 1.7645 4.4484 -1.9680 0.0 0.0 0.1 -0.05
C 2.3481 4.1318 -3.1818 -0.1 -0.1 0.0 -0.09
C 2.5118 2.7931 -3.4995 0.1 0.0 0.0 -0.05
C 2.0664 1.7781 -2.6577 0.1 0.0 -0.4 -0.15
C 2.3181 0.3462 -3.1019 -0.1 0.0 0.0 -0.36
C 3.0471 -0.4934 -2.0530 0.1 0.0 0.1 -0.06
C 1.0357 -0.3225 -3.6188 0.0 0.0 0.0 -0.05
C 1.3929 2.1183 -1.4710 -0.3 -0.5 0.5 -0.21
N 0.8081 1.1114 -0.6962 0.0 -0.2 0.0 -0.05
H -1.2699 4.3542 1.0775 0.0 0.0 0.0 0.08
H -1.2241 2.9820 -0.0320 0.0 -0.1 0.0 0.06
H -1.1719 4.6249 -0.6716 0.0 0.0 0.0 0.08
H 1.0396 4.9932 0.3118 -0.1 0.1 0.0 0.12
H 0.9250 2.1844 1.4778 0.0 0.1 0.0 0.03
H 0.7796 3.7099 2.3603 0.0 0.0 0.0 0.08
H 2.2916 3.2911 1.5423 0.0 0.0 0.0 0.09
H 1.6680 5.4881 -1.6720 0.0 0.0 0.0 0.11
H 2.6817 4.9089 -3.8579 0.0 0.0 0.0 0.10
H 3.0090 2.5152 -4.4229 0.0 0.0 0.0 0.11
H 3.0001 0.4260 -3.9501 0.0 0.0 -0.1 0.12
H 2.4567 -0.6131 -1.1464 0.2 0.1 -0.3 0.03
H 3.9893 -0.0174 -1.7713 0.0 0.0 0.0 0.09
H 3.2752 -1.4833 -2.4598 0.0 0.0 0.0 0.08
H 0.2149 -0.1943 -2.9155 -0.1 0.0 0.1 0.05
H 1.1874 -1.3935 -3.7866 0.0 0.0 0.0 0.07
H 0.7265 0.1272 -4.5643 0.0 0.0 0.0 0.08
C -3.9988 0.8932 -1.9764 -0.1 -0.1 0.1 -0.01
N -3.5202 0.9057 -0.6055 -0.2 0.2 -0.1 -0.05
C -4.2466 1.6264 0.3749 0.1 0.0 0.0 -0.07
C -3.6998 1.7472 1.6522 -0.3 0.1 0.0 -0.06
C -2.4915 1.1808 1.9357 0.4 -0.2 -0.1 -0.38
N -1.8390 0.4307 0.9600 -0.3 0.2 0.0 0.03
C -2.3712 0.3235 -0.2696 0.1 -0.4 -0.1 -0.57
O -1.6521 -0.3536 -1.1027 -0.4 0.1 0.3 -0.12
N -1.8282 1.2115 3.1514 -0.1 0.0 0.0 0.14
H -4.1564 1.9193 -2.3081 0.0 0.0 0.0 0.09
H -4.9410 0.3470 -2.0432 0.0 0.0 0.0 0.09
H -3.2601 0.4176 -2.6110 0.0 0.0 0.0 0.09
H -5.2007 2.0198 0.0677 0.0 0.0 0.0 0.10
H -4.2411 2.2959 2.4120 0.0 0.0 0.0 0.11
H -2.0307 2.0068 3.7339 0.0 0.0 0.0 0.09
H -0.8434 0.9930 3.0836 0.0 0.0 0.0 0.06
```
Forces are in eV/Å.


(2)
Below is a structure of composition C29H40Cl2N2O3Os, with properties calculated with wB97M-V/def2-TZVPD.

lowest unoccupied orbital energy (spin up / spin down): 0.3 / -0.4 eV
multiplicity: 5
E_tot: -67355.558 eV
relative energy (zero: lowest compared OMol25 entry of this formula, charge and spin): 81.1 kJ/mol

```
77
Properties=species:S:1:pos:R:3:forces:R:3:lowdin_charge:R:1
Os -0.8802 1.1161 -1.3818 0.3 0.1 -0.4 1.36
C -2.8313 2.0508 -2.5951 0.0 0.0 0.2 -0.30
C -1.6368 1.9177 -3.3599 0.3 -0.1 -0.1 -0.38
C -0.6578 2.8171 -2.7953 -0.2 0.3 -0.2 -0.39
C -1.2896 3.5112 -1.7116 0.2 0.1 -0.1 -0.30
C -2.6130 3.0380 -1.5952 -0.1 -0.1 0.1 -0.26
C -3.6094 3.4038 -0.5430 -0.1 0.1 0.1 -0.03
C -0.5905 4.5266 -0.8637 0.0 0.1 0.1 -0.04
C 0.6852 3.1652 -3.3673 0.1 0.1 -0.1 -0.04
C -1.5025 1.1662 -4.6473 0.0 0.0 -0.2 -0.06
C -4.1070 1.3054 -2.8201 -0.1 -0.1 0.0 -0.04
H -3.8110 2.5566 0.1137 0.0 0.0 0.0 0.07
H -4.5591 3.7207 -0.9810 0.0 0.0 -0.1 0.09
H -3.2550 4.2246 0.0800 0.0 0.0 0.0 0.07
H 0.4031 4.1870 -0.5626 0.0 0.0 0.0 0.08
H -1.1424 4.7489 0.0491 0.0 0.0 0.0 0.07
H -0.4554 5.4712 -1.3990 0.0 0.0 0.0 0.08
H 1.5127 2.9335 -2.6942 0.0 0.0 0.1 0.08
H 0.7442 4.2327 -3.5953 0.0 0.0 0.0 0.09
H 0.8726 2.6330 -4.3001 0.0 0.0 0.0 0.07
H -0.4596 0.9643 -4.8952 0.0 0.0 0.1 0.07
H -1.9249 1.7311 -5.4839 0.0 0.0 0.0 0.09
H -2.0284 0.2100 -4.6162 0.0 0.0 0.0 0.05
H -4.6425 1.1320 -1.8855 0.1 0.0 0.0 0.08
H -3.9246 0.3266 -3.2674 0.0 0.0 0.0 0.06
H -4.7884 1.8432 -3.4863 0.1 0.1 0.0 0.09
C -1.7891 -2.5003 1.9969 0.0 -0.1 -0.1 -0.07
C -2.2308 -1.2656 2.7685 -0.1 0.1 0.1 -0.16
C -1.2798 -0.0636 2.6076 0.3 -0.1 -0.2 -0.31
C -1.7602 1.1189 3.4608 -0.1 -0.1 0.1 -0.17
C -0.9356 2.3812 3.2643 0.1 0.1 0.0 -0.06
C 0.1070 -0.4902 3.0843 -0.2 0.0 0.1 -0.42
O 0.3126 -0.7296 4.2591 0.0 0.0 0.0 0.09
N 1.0926 -0.6385 2.1574 0.0 0.1 0.0 0.25
C 1.0098 -0.3700 0.7645 0.1 0.3 0.2 -0.45
O 2.1943 0.1809 0.1830 -0.3 -0.4 0.0 0.05
N -0.1851 0.2657 0.3828 -0.1 -0.2 0.2 -0.02
C -1.2617 0.3494 1.1608 -0.1 0.1 -0.3 -0.50
O -2.2815 0.8197 0.6028 -0.1 -0.1 0.5 -0.06
H -2.5127 -3.3095 2.0965 0.0 0.0 0.0 0.08
H -0.8269 -2.8782 2.3515 0.0 0.0 0.0 0.07
H -1.6926 -2.2852 0.9280 0.0 0.0 0.0 0.06
H -2.3048 -1.4757 3.8370 0.0 -0.1 0.0 0.13
H -3.2155 -0.9388 2.4278 0.0 0.0 0.0 0.12
H -1.7088 0.7905 4.5001 0.0 0.0 0.0 0.12
H -2.8095 1.2947 3.2179 0.0 0.1 0.0 0.12
H 0.1155 2.2091 3.5088 0.0 0.0 0.0 0.08
H -1.2915 3.1814 3.9138 0.0 0.0 0.0 0.08
H -0.9855 2.7429 2.2344 0.0 0.0 0.0 0.07
H 1.9865 -0.9235 2.5311 0.0 0.0 -0.1 0.14
C 3.6603 -2.3072 -1.2253 0.1 0.0 -0.1 -0.02
C 2.6365 -2.3512 -0.0857 -0.1 0.0 0.1 -0.44
C 1.7096 -3.5530 -0.2971 0.0 -0.1 0.0 -0.03
C 1.7349 -1.1308 -0.2466 0.4 0.1 0.0 -0.17
C 3.3589 -2.3925 1.2584 0.0 0.1 0.0 -0.19
C 3.0560 -3.3370 2.2358 0.0 0.0 0.0 -0.04
C 3.6671 -3.3022 3.4831 0.0 0.0 0.0 -0.07
C 4.6022 -2.3236 3.7745 0.0 0.1 -0.1 -0.08
C 4.9351 -1.3905 2.8005 0.0 0.0 0.0 -0.07
C 4.3230 -1.4259 1.5574 0.0 0.0 0.0 -0.04
H 3.1459 -2.3096 -2.1897 0.0 0.0 0.0 0.08
H 4.3166 -3.1778 -1.1823 0.0 0.0 0.0 0.10
H 4.2861 -1.4161 -1.1854 -0.1 0.0 0.0 0.08
H 1.2433 -3.4980 -1.2839 0.0 0.0 0.0 0.07
H 0.9054 -3.5823 0.4402 0.0 0.0 0.0 0.08
H 2.2575 -4.4949 -0.2439 0.0 0.0 0.0 0.10
H 1.2825 -1.1011 -1.2401 0.0 0.1 0.0 0.11
H 2.3189 -4.1017 2.0376 0.0 0.0 0.0 0.10
H 3.3993 -4.0355 4.2323 0.0 0.0 0.0 0.11
H 5.0657 -2.2783 4.7509 0.0 0.0 0.0 0.10
H 5.6682 -0.6225 3.0109 0.0 0.0 0.0 0.10
H 4.5744 -0.6720 0.8249 0.0 0.0 0.0 0.11
Cl -1.7032 -1.6413 -2.2122 -0.2 -0.3 0.0 0.56
C -0.5625 -2.2505 -3.4284 0.1 0.2 0.2 -1.00
Cl -0.9856 -3.8527 -4.0136 -0.1 -0.1 0.0 0.55
H 0.4127 -2.3049 -2.9573 0.0 0.0 -0.1 -0.01
H -0.5637 -1.5460 -4.2502 0.0 0.0 -0.1 0.01
```
Forces are in eV/Å.


Question: The highest multiplicity belongs to which entry?
Answer: C29H40Cl2N2O3Os